{
  "formula": "C50H47F4N5PSW",
  "method": "ωB97M-V with the def2-TZVPD basis set",
  "e_homo_ev": [-9.35, -9.49],
  "charge": 1,
  "homo_lumo_gap_ev": [6.34, 6.31],
  "molar_mass_g_mol": 1040.8,
  "elements": ["C", "H", "C", "C", "H", "H", "C", "C", "H", "C", "H", "C", "C", "C", "H", "C", "C", "N", "H", "C", "C", "H", "H", "W", "S", "C", "H", "C", "N", "C", "C", "C", "C", "H", "C", "C", "H", "H", "H", "C", "C", "H", "N", "C", "H", "H", "C", "H", "C", "H", "H", "C", "F", "H", "C", "N", "C", "H", "C", "C", "H", "C", "F", "C", "H", "H", "H", "C", "H", "H", "N", "C", "H", "C", "C", "C", "C", "F", "H", "C", "H", "H", "H", "H", "P", "C", "H", "H", "H", "H", "C", "H", "C", "C", "H", "F", "C", "C", "C", "C", "H", "H", "C", "H", "C", "H", "H", "H", "H"],
  "coordinates": [[-3.32373, 4.63863, 1.95876], [-2.60518, -6.17400, 2.81933], [1.00427, -0.12533, 3.71981], [0.11253, -2.34717, -5.39968], [2.15260, -2.84438, -2.16677], [3.68428, 0.96342, -3.29058], [1.57919, -2.68976, -3.07146], [-0.73320, -2.44556, -0.49893], [-2.31833, -5.46820, 1.22467], [-3.38755, -4.14212, 2.58186], [-2.07997, -1.79906, 1.77558], [-2.57593, -0.89009, -0.86084], [-2.20689, 0.60011, -0.86209], [-4.03256, -3.34253, 1.45123], [-4.04843, -4.89865, 4.53112], [2.87225, 1.55463, -3.69306], [-1.60024, -2.30566, 2.59878], [3.20486, 5.56745, -2.18718], [5.56007, -1.62713, -0.80282], [2.62150, 3.10860, 4.68471], [0.54645, 2.10322, -3.83362], [-0.21997, -0.34838, -4.71893], [-1.85145, -5.00381, 4.62172], [0.33879, 0.81123, 1.02604], [1.30761, -1.26035, 4.96969], [2.07376, -0.27088, 0.34031], [0.61003, -4.39054, -5.84012], [2.39102, -0.42706, -1.02473], [1.34799, 2.37345, -0.23608], [4.30123, -1.12543, 0.86329], [-3.03595, -5.53764, 2.04519], [0.25066, -1.30038, -4.50156], [1.21433, 4.35750, -1.58182], [-2.90075, -1.19092, 0.14048], [-4.41503, -4.27019, 3.71895], [3.63048, -0.91900, -1.42345], [-1.23413, -3.25664, 0.04979], [3.20769, 3.54928, 5.47999], [-3.47395, -0.93249, -1.48217], [2.60412, 4.53896, -1.54904], [3.16066, 2.56037, -4.60539], [-3.93747, -6.02753, 1.67168], [-1.44957, 1.17708, 0.29622], [0.09471, -2.30071, 4.30168], [-2.74269, -2.24112, -3.15108], [-0.46153, -2.20332, -6.30620], [-2.59006, 3.36924, 0.05050], [0.12604, -2.87702, -1.01106], [2.32872, 1.75666, 4.70732], [4.40792, 3.67686, -0.71690], [-2.83144, -3.48752, -1.88045], [2.68143, 2.57006, -0.17880], [-2.90484, 3.73698, 4.08400], [0.57730, 5.02687, -2.14508], [-0.46324, -1.72334, 3.16379], [-1.60098, -1.78971, -1.45452], [1.55927, 1.31233, -3.29194], [3.25368, 1.86234, 0.40293], [-2.12141, -3.47773, 3.12142], [-2.06066, 2.34293, 0.84502], [2.88266, -0.58026, 2.32954], [-2.17309, -2.75639, -2.37743], [-1.76068, 1.58903, 3.06544], [1.41987, 3.34121, 2.60672], [-5.33420, -4.71953, 3.33902], [4.20517, 5.63766, -2.21772], [-1.36435, -3.30393, -2.86633], [-1.46964, -4.07698, 4.21459], [-4.29345, -2.32951, 1.76864], [2.67433, 6.18010, -2.77874], [0.13939, -0.50767, 2.79942], [1.44152, -3.73965, -3.97277], [-1.67044, 0.80895, -1.78492], [3.05669, -0.65578, 1.26619], [3.33178, 3.59984, -0.80510], [0.99287, -1.45277, -3.32688], [-2.20348, 2.52660, 2.21750], [-2.48730, 3.31611, -1.28941], [0.07370, -3.94105, 5.69807], [1.13289, 1.97538, 2.58311], [2.67000, 1.13729, 5.52931], [-0.48211, 1.94249, -3.52083], [-4.65679, -3.28794, 4.12995], [0.02002, 3.68098, -5.18904], [1.00829, -0.03475, -2.15052], [2.13717, 3.90565, 3.65119], [-4.95358, -3.83888, 1.14131], [-0.40445, 3.11892, -1.02784], [2.36436, 4.09795, -5.87745], [1.09475, 3.98071, 1.79324], [4.59599, -1.25190, -0.48372], [-3.15915, 1.12490, -0.88772], [-0.38063, -3.49685, 4.82251], [-2.81136, 3.64561, 2.75762], [1.91222, -4.69117, -3.75887], [-3.67698, 5.41225, -0.23117], [-3.20740, 4.47675, 0.59481], [0.71113, -3.57316, -5.13823], [0.82612, 3.09276, -4.76786], [0.65492, 3.28490, -0.94143], [2.34100, 4.96894, 3.65106], [-3.38169, -3.28471, 0.57742], [1.55863, 1.21436, 3.68271], [4.18680, 2.73342, -4.90540], [2.13753, 3.32722, -5.15160], [3.83595, -1.07841, -2.47501], [-0.36752, -1.72590, 0.23511], [-3.80176, 5.51078, 2.38184], [5.03599, -1.40045, 1.61012]],
  "atomic_forces_ev_per_a": [[-0.06, 0.09, 0.01], [-0.01, 0.01, -0.01], [-0.09, -0.18, 0.14], [0.01, 0.07, 0.03], [0.00, -0.02, -0.01], [-0.01, 0.00, 0.01], [0.00, 0.03, 0.00], [-0.10, -0.01, -0.10], [0.00, -0.01, 0.01], [-0.05, -0.02, 0.01], [0.01, -0.05, 0.05], [0.04, 0.08, -0.07], [-0.04, -0.03, 0.09], [0.01, -0.02, 0.03], [-0.02, 0.02, -0.01], [0.03, 0.07, 0.06], [-0.04, 0.12, -0.10], [-0.03, 0.00, 0.06], [-0.01, 0.00, 0.01], [-0.01, 0.01, -0.01], [-0.04, -0.07, -0.07], [-0.01, -0.02, -0.03], [-0.01, 0.01, -0.01], [0.66, 0.47, -0.16], [0.04, 0.04, 0.03], [-0.10, -0.24, 0.14], [0.00, 0.00, 0.00], [-0.08, -0.01, -0.04], [0.00, 0.01, 0.02], [-0.02, 0.02, 0.01], [-0.01, 0.02, 0.00], [0.03, -0.04, 0.03], [0.08, 0.10, -0.03], [0.00, 0.01, 0.02], [0.06, 0.02, -0.03], [-0.01, 0.01, 0.03], [0.00, 0.00, 0.03], [0.00, -0.01, 0.00], [0.00, -0.03, 0.01], [-0.07, -0.02, 0.00], [-0.05, -0.01, 0.00], [0.02, -0.01, 0.00], [-0.24, -0.20, -0.07], [0.11, 0.14, -0.01], [-0.01, -0.02, 0.00], [0.01, -0.01, 0.01], [0.07, 0.04, -0.10], [0.02, 0.02, 0.01], [0.02, -0.06, 0.05], [-0.02, -0.02, 0.00], [-0.01, 0.00, -0.01], [0.00, -0.01, 0.06], [0.01, -0.01, 0.00], [0.01, -0.01, 0.01], [-0.03, -0.14, 0.02], [-0.02, -0.04, 0.06], [0.02, -0.16, 0.01], [-0.02, -0.02, 0.01], [0.02, 0.03, -0.01], [-0.04, -0.05, -0.08], [0.00, 0.00, 0.02], [0.03, 0.04, 0.01], [-0.12, -0.10, 0.00], [0.02, 0.10, -0.07], [0.01, 0.00, 0.00], [0.01, 0.00, -0.01], [-0.02, 0.02, 0.01], [0.06, 0.00, 0.06], [0.01, -0.01, -0.01], [0.01, 0.00, -0.02], [-0.04, -0.01, -0.17], [0.01, -0.02, 0.02], [0.04, 0.05, -0.03], [-0.02, 0.02, -0.07], [0.05, 0.06, 0.00], [-0.11, 0.08, -0.05], [0.08, -0.15, 0.22], [-0.01, -0.03, -0.01], [-0.01, -0.01, -0.01], [-0.15, 0.05, -0.07], [0.00, 0.03, 0.00], [0.04, 0.01, -0.02], [-0.01, -0.02, 0.01], [0.01, -0.01, 0.01], [0.05, 0.05, -0.05], [0.00, -0.03, 0.01], [0.01, 0.01, -0.01], [0.03, -0.02, 0.01], [0.00, -0.01, 0.00], [0.00, -0.01, 0.00], [0.03, -0.01, -0.04], [-0.01, 0.06, 0.01], [-0.05, -0.05, 0.02], [0.02, 0.00, 0.10], [0.00, 0.01, 0.00], [0.00, 0.01, -0.02], [0.00, 0.02, -0.02], [0.00, 0.01, 0.00], [-0.02, -0.02, 0.03], [-0.04, -0.06, 0.00], [0.00, -0.01, 0.01], [-0.03, 0.00, 0.02], [-0.02, 0.10, -0.04], [-0.01, 0.00, 0.00], [0.04, -0.04, 0.04], [0.00, 0.03, -0.01], [0.11, 0.00, 0.02], [0.01, -0.01, -0.01], [-0.01, 0.00, -0.01]],
  "mulliken_charge": [-0.60, 0.34, -0.02, -0.67, 0.26, 0.28, -0.72, -0.12, 0.32, 1.82, 0.15, -0.52, -0.15, -1.42, 0.36, -0.34, 0.53, -0.44, 0.42, -0.91, 0.11, 0.41, 0.47, 0.97, -0.41, -0.11, 0.40, 0.66, 0.77, -1.12, -1.69, -1.18, -0.49, -0.53, -1.81, 0.06, 0.03, 0.42, 0.85, 0.41, -0.76, 0.45, 0.45, 1.45, 0.38, 0.43, 0.01, 0.15, -0.83, 0.41, 0.29, -0.49, -0.30, 0.40, -2.38, 0.90, 0.83, 0.39, 0.32, 0.83, 0.26, -1.22, -0.30, -0.20, 0.46, 0.20, 0.24, -0.32, 0.28, 0.22, 0.80, -0.79, -0.72, 0.25, -1.32, 1.55, -0.27, -0.36, 0.43, -0.58, 0.49, 0.26, 0.39, 0.48, 0.87, -0.93, 0.57, -0.12, 0.43, 0.57, -1.23, 0.77, -1.43, 0.22, 0.40, -0.31, 0.09, -0.68, -0.94, -0.04, 0.51, 0.06, 1.26, 0.48, -0.69, 0.57, -0.39, 0.55, 0.47]
}